[1]
C3H6FNO | ωB97M-V with the def2-TZVPD basis set

Summary:
SMILES string = C[C@@](N)(F)C=O
Largest force on an atom = 4.79 eV Å⁻¹
2S+1 = 1
Highest occupied orbital energy = -10.04 eV
Total energy = -347.73881 hartree
Gap between HOMO and LUMO = 10.93 eV
Lowest unoccupied orbital energy = 0.89 eV

Element x y z (Å)
C1 1.1486 0.5034 0.6348
C2 0.0656 -0.2587 -0.2323
N1 -0.4427 0.5057 -1.2941
F1 0.7030 -1.4852 -0.5941
C3 -1.2494 -0.6640 0.6522
O1 -2.2808 -1.1081 0.3441
H1 2.0683 0.0049 0.8289
H2 0.6633 0.6792 1.6544
H3 1.3438 1.5053 0.1349
H4 -1.2223 0.0568 -1.7358
H5 0.2239 0.5485 -2.1038
H6 -1.0213 -0.2878 1.7107

***

[2]
C22H25B3F4IrN6O9S | ωB97M-V with the def2-TZVPD basis set

Summary:
⟨S²⟩ = 8.843
Largest force on an atom = 0.88 eV Å⁻¹
2S+1 = 6
Net charge = +2
Highest occupied orbital energy (alpha / beta) = -12.95 / -14.58 eV
Total energy = -2835.27935 hartree
Gap between HOMO and LUMO (alpha / beta) = 5.58 / 5.34 eV
Lowest unoccupied orbital energy (alpha / beta) = -7.37 / -9.24 eV

Element x y z (Å)
Ir1 -1.2377 -0.0211 1.0077
C1 -0.0106 3.6829 -0.7500
C2 -0.1084 2.4031 0.0016
N1 -1.2046 1.5313 -0.1629
O1 -2.1163 1.7763 -1.0492
B1 -3.5717 1.2533 -0.8077
F1 -4.2038 1.3697 -1.9774
F2 -4.0734 1.9471 0.2550
O2 -3.7060 -0.2788 -0.4141
N2 -2.9612 -0.7688 0.5041
C3 -3.3529 -1.9208 1.1608
C4 -4.6167 -2.6277 0.8220
C5 -2.4491 -2.3268 2.1491
N3 -1.3373 -1.5184 2.2422
O3 -0.3966 -1.8282 3.0612
B2 0.6324 -0.7125 3.5156
F3 1.6415 -1.3853 4.0751
F4 -0.0884 0.1302 4.3174
O4 1.2644 0.1607 2.3792
N4 0.4545 0.7576 1.5482
C6 0.7995 1.9816 0.9404
C7 2.0138 2.7437 1.3446
C8 -2.6295 -3.4750 3.0727
H1 -0.7066 3.6926 -1.5851
H2 1.0057 3.8371 -1.1129
H3 -0.2592 4.5232 -0.0952
H4 -5.0959 -2.1666 -0.0366
H5 -5.3107 -2.5939 1.6642
H6 -4.4180 -3.6766 0.6005
H7 2.5081 2.2570 2.1809
H8 1.7407 3.7594 1.6346
H9 2.7226 2.8146 0.5161
H10 -3.4330 -4.1284 2.7468
H11 -2.8656 -3.1028 4.0738
H12 -1.7023 -4.0412 3.1670
O5 5.7933 3.6561 -4.3575
C9 5.5823 2.3315 -4.3672
O6 6.3812 1.5695 -4.8182
C10 4.2802 1.8299 -3.7954
C11 3.0653 2.4749 -4.0494
C12 1.8907 1.9450 -3.5607
C13 1.9157 0.7490 -2.8017
S1 0.4360 0.0827 -2.2961
C14 3.1537 0.1086 -2.5608
C15 4.3136 0.6359 -3.0707
H13 5.0802 4.1478 -3.9325
H14 3.0354 3.3658 -4.6657
H15 0.9398 2.4217 -3.7643
H16 3.1731 -0.8133 -1.9935
H17 5.2629 0.1355 -2.9316
O7 -0.8815 -2.3085 -1.0810
B3 -0.2450 -1.3693 -0.1976
O8 1.0065 -1.9346 0.2089
C16 1.0973 -3.1216 -0.3583
C17 2.0983 -4.0692 -0.2207
C18 1.9091 -5.2249 -0.9381
C19 0.7555 -5.4384 -1.7811
C20 -0.2494 -4.5121 -1.9099
C21 -0.0764 -3.3490 -1.1769
H18 2.9580 -3.9058 0.4146
H19 2.6511 -6.0105 -0.8737
H20 0.6858 -6.3696 -2.3289
H21 -1.1140 -4.6705 -2.5399
N5 -1.2540 2.8833 3.7676
C22 -2.2149 2.5173 2.8949
N6 -3.0678 3.4518 2.4525
O9 -2.2908 1.3379 2.4663
H22 -1.3095 3.7614 4.2564
H23 -0.7483 2.1358 4.2164
H24 -3.1547 4.3503 2.8942
H25 -3.7862 3.1573 1.8101

***

[3]
C6H6 | ωB97M-V with the def2-TZVPD basis set

Summary:
Largest force on an atom = 0.77 eV Å⁻¹
2S+1 = 1
Highest occupied orbital energy = -8.78 eV
Total energy = -231.98513 hartree
Gap between HOMO and LUMO = 9.07 eV
Lowest unoccupied orbital energy = 0.29 eV

Element x y z (Å)
C1 1.2850 -0.5716 -0.8374
C2 0.1037 0.4168 -0.8859
C3 -0.7916 0.2783 0.3329
C4 -1.7404 -0.6665 0.7124
C5 -1.0802 -0.7332 2.0483
C6 -1.0272 0.6438 1.7069
H1 1.9019 -0.4742 -1.7386
H2 1.9244 -0.3875 0.0300
H3 0.9282 -1.6049 -0.7887
H4 -0.4909 0.1779 -1.7810
H5 0.4760 1.4381 -1.0265
H6 -1.4888 1.4829 2.2275

***

[4]
CH4N4O3PS | ωB97M-V with the def2-TZVPD basis set

Summary:
SMILES string = On1nnc[n+]1P(O)(O)=S
Largest force on an atom = 5.27 eV Å⁻¹
2S+1 = 1
Net charge = +1
Highest occupied orbital energy = -13.71 eV
Total energy = -1224.45651 hartree
Gap between HOMO and LUMO = 8.25 eV
Lowest unoccupied orbital energy = -5.46 eV

Element x y z (Å)
O1 0.7136 -1.8314 0.8546
N1 1.2670 -0.6997 0.3677
N2 2.5076 -0.4733 0.2198
N3 2.5806 0.7320 -0.2816
C1 1.3766 1.2350 -0.4342
N4 0.4972 0.3146 0.0091
P1 -1.2759 0.5641 0.0546
O2 -1.9017 -0.1396 1.3437
O3 -1.9403 0.0330 -1.3136
S1 -1.5353 2.4477 0.2170
H1 0.6377 -2.4297 0.0850
H2 1.0618 2.1896 -0.8281
H3 -2.2519 -1.0225 1.1135
H4 -1.7370 -0.9197 -1.4073

***

[5]
C22H38F8N5O10 | ωB97M-V with the def2-TZVPD basis set

Summary:
Largest force on an atom = 2.23 eV Å⁻¹
2S+1 = 1
Net charge = +1
Highest occupied orbital energy = -12.59 eV
Total energy = -2685.99425 hartree
Gap between HOMO and LUMO = 10.33 eV
Lowest unoccupied orbital energy = -2.26 eV

Element x y z (Å)
C1 -1.4934 -3.2671 2.5324
N1 -1.3062 -3.0313 1.1133
C2 -0.2387 -2.5840 0.4599
N2 -0.2559 -2.4473 -0.8426
C3 0.8967 -1.9630 -1.1740
N3 1.2667 -1.6626 -2.4301
N4 1.6567 -1.7982 -0.1357
N5 0.9357 -2.2109 0.9658
C4 1.5027 -2.1246 2.2922
C5 1.7160 -3.4746 2.9751
O1 1.2878 -3.4253 4.3115
C6 2.2381 -2.8281 5.1707
C7 1.5580 -2.0991 6.3232
F1 2.2459 -2.3971 7.4066
F2 0.3406 -2.5553 6.5126
C8 1.5787 -0.5533 6.1786
F3 1.7666 -0.2048 4.9012
F4 2.6159 -0.1138 6.8448
C9 0.3637 0.2012 6.6915
F5 -0.7375 -0.2509 6.1354
F6 0.3242 0.0669 7.9936
C10 0.4132 1.6955 6.3757
F7 1.4467 2.2695 6.9306
F8 -0.6850 2.2084 6.8984
H1 -2.5371 -3.2559 2.7167
H2 -1.0756 -2.5103 3.1425
H3 -1.1542 -4.2410 2.8036
H4 -2.0703 -3.2678 0.5236
H5 1.4293 -0.6622 -2.4574
H6 0.4307 -1.7803 -2.9800
H7 2.5901 -1.4317 -0.1119
H8 0.9119 -1.4847 2.9002
H9 2.4437 -1.6451 2.1739
H10 2.7276 -3.8118 2.9075
H11 1.0753 -4.1819 2.5067
H12 2.9129 -2.1853 4.6503
H13 2.8041 -3.6061 5.6347
H14 0.3508 1.8599 5.3155
C11 4.4110 2.5231 -2.8228
C12 3.0034 2.2022 -2.3775
O2 2.9931 1.2104 -1.3226
C13 3.2395 1.6691 -0.1026
O3 3.4544 2.8038 0.2064
O4 3.2159 0.6244 0.7414
C14 3.4950 0.9564 2.1069
H15 4.9403 1.6116 -3.0985
H16 4.3926 3.1936 -3.6795
H17 4.9738 3.0012 -2.0232
H18 2.4405 1.7614 -3.1972
H19 2.4719 3.0953 -2.0562
H20 2.8376 1.7480 2.4565
H21 4.5339 1.2457 2.2375
H22 3.3031 0.0577 2.6821
C15 0.2866 3.1193 0.1793
C16 -0.8668 2.6636 1.0446
O5 -2.1332 2.9440 0.4335
C17 -2.5182 2.0802 -0.4906
O6 -1.8982 1.0950 -0.8330
O7 -3.6757 2.4665 -0.9790
C18 -4.1980 1.6399 -2.0310
H23 0.1750 4.1702 -0.0828
H24 1.2264 2.9892 0.7031
H25 0.3250 2.5545 -0.7536
H26 -0.8673 3.2072 1.9860
H27 -0.7920 1.6007 1.2810
H28 -4.2388 0.5974 -1.7272
H29 -3.5965 1.7510 -2.9307
H30 -5.2052 1.9806 -2.2393
C19 -5.2481 -1.3765 -8.1879
C20 -5.1866 0.1329 -8.2561
O8 -4.6594 0.6964 -7.0404
C21 -3.3400 0.6789 -6.9299
O9 -2.5548 0.2574 -7.7339
O10 -3.0196 1.2128 -5.7436
C22 -1.6200 1.2085 -5.4693
H31 -5.7995 -1.6952 -7.3033
H32 -5.7391 -1.7768 -9.0732
H33 -4.2489 -1.8048 -8.1249
H34 -6.1864 0.5460 -8.3589
H35 -4.6031 0.4702 -9.1095
H36 -1.0541 1.6668 -6.2752
H37 -1.2743 0.1887 -5.3020
H38 -1.4716 1.7856 -4.5595

***

[6]
C5H8O | ωB97M-V with the def2-TZVPD basis set

Summary:
SMILES string = C#C[C@@H](C)CO
Largest force on an atom = 0.58 eV Å⁻¹
2S+1 = 1
Highest occupied orbital energy = -10.10 eV
Total energy = -270.48129 hartree
Gap between HOMO and LUMO = 11.11 eV
Lowest unoccupied orbital energy = 1.02 eV

Element x y z (Å)
C1 2.4093 0.1456 -0.5440
C2 1.2092 0.0811 -0.4408
C3 -0.2487 -0.1123 -0.3779
C4 -0.5399 -1.5550 0.0514
C5 -0.9285 0.9153 0.5417
O1 -0.5889 2.2403 0.2127
H1 3.4702 0.1901 -0.6556
H2 -0.6341 0.0586 -1.3914
H3 -0.3263 -1.6832 1.1180
H4 0.1014 -2.2462 -0.5014
H5 -1.5843 -1.8218 -0.1351
H6 -2.0150 0.8377 0.4209
H7 -0.6974 0.6784 1.5942
H8 0.3731 2.2714 0.1073

***

[7]
C6H10O | ωB97M-V with the def2-TZVPD basis set

Summary:
Largest force on an atom = 1.59 eV Å⁻¹
2S+1 = 1
Highest occupied orbital energy = -8.67 eV
Total energy = -309.66301 hartree
Gap between HOMO and LUMO = 9.59 eV
Lowest unoccupied orbital energy = 0.91 eV

Element x y z (Å)
C1 2.1118 0.3458 0.2185
O1 0.9860 -0.2673 0.8097
C2 0.3113 -1.0779 -0.1118
C3 -1.2025 -0.9817 -0.1982
C4 -1.7588 0.1818 0.5613
C5 -0.6547 1.1588 0.1623
C6 -0.2945 -0.3084 -1.1938
H1 2.4395 1.1525 0.8827
H2 1.9017 0.7605 -0.7841
H3 2.8942 -0.4106 0.1327
H4 0.7842 -2.0506 -0.2036
H5 -1.7643 -1.9007 -0.3556
H6 -2.7090 0.5530 0.1695
H7 -1.8569 -0.0197 1.6350
H8 -0.8176 1.9500 -0.5339
H9 -0.1302 1.5587 1.0660
H10 -0.2401 -0.6444 -2.2569

***

[8]
C4H6O2 | ωB97M-V with the def2-TZVPD basis set

Summary:
Largest force on an atom = 2.90 eV Å⁻¹
2S+1 = 1
Highest occupied orbital energy = -8.61 eV
Total energy = -306.33868 hartree
Gap between HOMO and LUMO = 8.84 eV
Lowest unoccupied orbital energy = 0.23 eV

Element x y z (Å)
C1 1.2255 0.3263 -0.9292
C2 0.7439 0.6206 0.4607
O1 1.2376 1.4382 1.2034
C3 -0.3940 -0.2146 1.0102
C4 -1.9122 -0.3382 -0.4285
O2 -0.9820 -1.1607 -0.0177
H1 0.3880 0.3778 -1.6299
H2 1.6113 -0.6998 -0.9517
H3 2.0108 1.0285 -1.2114
H4 -0.0615 -0.9479 1.7270
H5 -1.0817 0.4836 1.5396
H6 -2.7858 -0.9136 -0.7725